# C3H3NO3

One molecule with the formula C3H3NO3 (ωB97M-V/def2-TZVPD, the OMol25 dataset).

Properties
Calculated total energy ... -396.4630 hartree
Charge ... 0
Kohn-Sham gap ... 9.61 eV
ΔE to the lowest compared entry with this formula, charge and spin ... 423.9 kJ/mol

```
10
Properties=species:S:1:pos:R:3:forces:R:3:nbo_charge:R:1
N 1.0334 -1.0358 -0.7794 -0.2097 0.4427 0.1313 -0.62
C 0.5669 0.0269 -0.3342 0.0904 -0.5343 -0.2607 0.78
O -0.6481 0.6341 -0.5457 0.0663 -0.0477 0.0762 -0.52
C -1.7890 -0.1124 -0.4219 -0.1290 -0.5862 0.1236 0.65
O -1.8390 -1.2563 -0.0856 0.0330 0.6574 -0.2687 -0.53
C 1.4764 0.5299 1.6988 0.0858 0.3584 -0.3389 0.14
O 1.3374 0.8849 0.4314 0.0891 -0.0710 0.3759 -0.49
H 0.3606 -1.5469 -1.3450 0.0104 0.0084 0.0827 0.37
H -2.6390 0.5279 -0.6862 0.0651 -0.0556 0.0728 0.14
H 2.1404 1.3475 2.0678 -0.1014 -0.1722 0.0057 0.08
```
Forces are in eV/Å.